{"formula": "C48H47BrN2O3PtS3SbTe", "method": "ωB97M-V/def2-TZVPD", "multiplicity": 2, "charge": -2, "homo_ev": [-1.2, -1.2], "s_squared": 0.789, "orbital_gap_ev": [4.87, 4.87], "de_lowest_kj_mol": 104.0, "lumo_energy_ha": [0.13436, 0.13436], "energy_ev": -179287.8937, "species": ["Pt", "S", "C", "C", "N", "C", "H", "H", "H", "Br", "C", "C", "C", "C", "C", "C", "C", "O", "O", "H", "H", "H", "H", "S", "Sb", "C", "C", "C", "C", "C", "C", "C", "C", "C", "C", "C", "C", "C", "C", "C", "C", "C", "C", "H", "H", "H", "H", "H", "H", "H", "H", "H", "H", "H", "H", "H", "H", "H", "S", "C", "C", "O", "N", "Te", "C", "C", "C", "C", "C", "C", "C", "C", "C", "C", "C", "C", "C", "C", "C", "C", "C", "C", "H", "H", "H", "H", "H", "H", "H", "H", "H", "H", "H", "H", "H", "H", "H", "H", "H", "H", "H", "H", "H", "H", "H", "H", "H"], "coordinates": [[0.2645, 1.8891, 3.0050], [3.3215, -0.8674, 4.9643], [1.7267, -1.4286, 5.2600], [0.8286, -0.5319, 4.7935], [1.3926, 0.5848, 4.2148], [2.6961, 0.5380, 4.2330], [1.5286, -2.3795, 5.7234], [-0.2497, -0.5815, 4.8201], [3.3148, 1.3211, 3.8135], [-6.7653, 3.6809, 1.3711], [-5.0025, 2.9577, 1.3432], [-4.2915, 2.9518, 0.1198], [-3.0385, 2.4405, 0.0805], [-2.3243, 2.0109, 1.3037], [-3.2076, 1.8525, 2.4868], [-4.4785, 2.3674, 2.4912], [-2.7050, 1.1716, 3.7251], [-3.5298, 0.7459, 4.5441], [-1.4441, 1.0148, 3.8792], [-4.7688, 3.3304, -0.7760], [-2.4827, 2.3965, -0.8492], [-1.7340, 1.1065, 1.1242], [-5.0659, 2.2882, 3.3962], [-0.2443, -1.2853, 1.6280], [-1.5862, -2.1640, 0.0662], [-2.3314, -1.5181, -1.8027], [-1.8162, -1.8509, -3.0531], [-2.2585, -1.1957, -4.1935], [-3.1946, -0.1763, -4.0936], [-3.6904, 0.1840, -2.8498], [-3.2530, -0.4753, -1.7105], [-1.1622, -4.2473, -0.1508], [-0.7550, -4.9020, -1.3079], [-0.4396, -6.2557, -1.2835], [-0.5322, -6.9698, -0.0994], [-0.9331, -6.3244, 1.0632], [-1.2359, -4.9722, 1.0381], [-3.4853, -2.2790, 1.0185], [-3.6409, -1.6172, 2.2288], [-4.8793, -1.5868, 2.8624], [-5.9545, -2.2477, 2.2888], [-5.8013, -2.9291, 1.0840], [-4.5716, -2.9349, 0.4433], [-1.0847, -2.6378, -3.1663], [-1.8551, -1.4743, -5.1592], [-3.5197, 0.3509, -4.9820], [-4.4054, 0.9913, -2.7506], [-3.6487, -0.1692, -0.7480], [-0.6622, -4.3697, -2.2431], [-0.1148, -6.7469, -2.1926], [-0.2847, -8.0240, -0.0785], [-1.0003, -6.8723, 1.9951], [-1.5201, -4.4659, 1.9546], [-2.7905, -1.1126, 2.6775], [-4.9702, -1.0211, 3.7820], [-6.9236, -2.2244, 2.7736], [-6.6450, -3.4416, 0.6368], [-4.4644, -3.4432, -0.5100], [-0.9647, 3.2545, 1.6652], [2.0276, 4.3051, 4.0264], [2.7219, 3.4850, 2.9247], [3.9341, 3.7393, 2.7085], [1.9897, 2.5901, 2.2838], [3.1561, 1.2285, 0.7269], [4.2185, 0.1565, -1.0029], [4.4137, -1.2331, -0.9612], [3.9110, -2.0817, 0.1835], [5.0489, -1.8969, -2.0151], [5.5174, -1.2158, -3.1265], [6.1992, -1.9380, -4.2609], [5.3575, 0.1641, -3.1523], [4.7335, 0.8525, -2.1131], [4.6289, 2.3517, -2.2171], [1.7891, 1.9994, -0.7072], [1.0330, 1.1327, -1.5118], [1.2683, -0.3527, -1.5460], [0.0465, 1.6592, -2.3456], [-0.1980, 3.0236, -2.4219], [-1.2888, 3.5786, -3.3008], [0.5956, 3.8648, -1.6638], [1.5870, 3.3850, -0.8102], [2.3820, 4.4111, -0.0534], [2.7175, 5.0727, 4.3824], [1.7310, 3.6580, 4.8563], [1.1101, 4.7588, 3.6465], [3.8868, -1.5406, 1.1271], [4.5389, -2.9685, 0.3060], [2.8866, -2.4207, -0.0032], [5.1758, -2.9774, -1.9620], [6.1648, -3.0189, -4.1124], [7.2501, -1.6475, -4.3478], [5.7226, -1.7160, -5.2196], [5.7369, 0.7262, -4.0045], [5.3411, 2.7381, -2.9512], [4.8263, 2.8191, -1.2514], [3.6251, 2.6615, -2.5168], [1.3121, -0.7692, -0.5384], [2.2074, -0.5882, -2.0500], [0.4621, -0.8482, -2.0988], [-0.5480, 0.9802, -2.9500], [-1.8160, 2.7800, -3.8230], [-0.8849, 4.2664, -4.0485], [-2.0222, 4.1352, -2.7104], [0.4321, 4.9386, -1.7105], [2.5593, 5.2801, -0.6946], [3.3338, 4.0301, 0.3124], [1.8124, 4.7350, 0.8199]], "atomic_forces_ev_per_a": [[0.09, 0.45, 0.13], [0.00, 0.00, 0.03], [-0.03, -0.01, -0.01], [0.02, 0.11, 0.06], [0.08, -0.24, -0.26], [-0.02, 0.13, 0.08], [0.01, 0.00, 0.02], [-0.02, -0.05, -0.01], [0.01, -0.05, -0.05], [0.08, -0.03, 0.00], [-0.01, -0.04, 0.04], [-0.06, -0.02, -0.17], [0.07, 0.07, 0.04], [-0.01, -0.19, -0.01], [0.09, 0.22, -0.17], [-0.12, -0.01, 0.08], [0.35, -0.09, 0.34], [-0.28, 0.00, 0.01], [-0.15, -0.09, -0.15], [0.00, 0.01, -0.01], [0.03, 0.07, 0.00], [-0.09, -0.05, -0.04], [0.01, -0.01, 0.00], [0.17, 0.14, -0.40], [-0.55, -0.81, 0.75], [0.47, 0.78, -0.22], [-0.17, -0.18, -0.04], [-0.03, -0.06, 0.00], [0.00, 0.04, 0.04], [-0.03, 0.00, -0.03], [-0.13, -0.12, 0.03], [0.09, -0.06, -0.05], [-0.01, 0.02, 0.00], [-0.02, -0.01, 0.01], [-0.02, 0.01, 0.00], [0.00, -0.01, 0.00], [-0.02, 0.05, 0.00], [-0.03, 0.02, 0.00], [0.06, 0.03, -0.01], [0.01, -0.03, -0.01], [-0.01, 0.00, 0.00], [0.02, 0.02, 0.00], [0.01, -0.01, -0.04], [0.13, 0.08, 0.05], [0.00, 0.01, 0.00], [-0.01, -0.01, 0.00], [0.02, 0.01, -0.01], [0.05, 0.02, 0.01], [-0.01, 0.02, -0.03], [0.00, 0.00, 0.00], [0.00, 0.00, 0.00], [0.01, 0.00, 0.00], [-0.01, -0.02, 0.01], [-0.04, -0.03, -0.01], [-0.01, 0.00, -0.02], [0.00, 0.00, 0.00], [-0.01, 0.00, 0.00], [0.00, 0.00, 0.00], [-0.09, 0.04, 0.04], [0.10, 0.01, 0.04], [-0.53, 0.05, 0.19], [0.09, -0.02, -0.02], [0.24, -0.27, -0.11], [0.39, 0.15, -0.12], [-0.13, -0.11, 0.13], [0.17, 0.03, -0.10], [0.00, -0.04, 0.00], [0.00, -0.03, 0.09], [-0.01, 0.01, -0.04], [0.00, 0.00, -0.01], [0.02, 0.06, 0.00], [0.04, -0.13, 0.01], [0.01, 0.03, -0.04], [-0.04, 0.09, 0.17], [-0.01, 0.03, -0.01], [-0.17, -0.07, -0.11], [-0.01, 0.04, 0.00], [0.01, -0.07, -0.02], [0.01, 0.03, 0.04], [0.08, 0.01, 0.01], [-0.04, -0.01, -0.11], [-0.07, 0.01, -0.07], [-0.04, 0.00, 0.01], [0.02, 0.02, 0.02], [0.00, 0.01, 0.00], [0.02, 0.01, -0.02], [-0.02, -0.02, -0.02], [-0.01, 0.03, 0.03], [0.00, 0.02, 0.00], [0.00, 0.00, 0.00], [0.00, 0.00, 0.00], [0.00, 0.00, 0.01], [0.00, -0.01, 0.01], [-0.01, -0.01, -0.01], [-0.02, 0.00, 0.01], [0.01, 0.00, 0.01], [0.11, 0.06, -0.03], [-0.10, -0.01, 0.01], [0.01, 0.07, 0.02], [-0.03, -0.05, -0.04], [-0.02, -0.06, -0.04], [-0.01, -0.01, -0.01], [0.00, 0.00, 0.01], [0.00, 0.00, -0.01], [0.00, 0.00, 0.00], [-0.02, -0.01, 0.06], [0.05, 0.01, 0.00]], "mulliken_spin": [0.013, 0.000, 0.000, 0.001, 0.002, 0.000, 0.000, 0.000, 0.000, 0.018, 0.374, -0.146, 0.234, -0.036, 0.292, -0.155, 0.042, 0.041, 0.015, -0.004, 0.115, 0.035, 0.000, -0.001, 0.003, 0.015, 0.000, 0.001, -0.001, 0.013, 0.014, 0.000, 0.000, 0.000, 0.000, 0.000, 0.000, -0.008, 0.021, 0.005, 0.001, 0.001, -0.001, 0.000, 0.000, 0.000, 0.001, -0.038, 0.000, 0.000, 0.000, 0.000, 0.000, -0.016, -0.001, 0.000, 0.000, 0.000, 0.160, 0.002, 0.003, 0.000, -0.017, 0.003, 0.000, 0.000, 0.000, 0.000, 0.000, 0.000, 0.000, 0.000, 0.000, -0.008, 0.001, 0.000, -0.004, -0.001, -0.001, 0.005, 0.006, 0.001, 0.000, 0.000, 0.000, 0.000, 0.000, 0.000, 0.000, 0.000, 0.000, 0.000, 0.000, 0.000, 0.000, 0.000, -0.001, 0.000, 0.000, -0.001, 0.000, 0.000, 0.001, 0.000, 0.000, 0.000, 0.003]}